A structure of composition C25H37BrIN8OSTl. Source: the OMol25 dataset; level of theory: ωB97M-V/def2-TZVPD.

Properties
* DFT total energy: -4930.41471 Eh
* gap between HOMO and LUMO: 5.2 eV
* highest occupied orbital energy: -5.229 eV
* ΔE to the lowest compared entry with this formula, charge and spin: 0.0 kJ/mol
* spin multiplicity: 1
* lowest unoccupied orbital energy: 0.00 eV
* molar mass: 908.9 g/mol

Geometry as XYZ:
```
75
C25H37BrIN8OSTl, DFT ωB97M-V/def2-TZVPD
H -3.78 -0.54 -0.16
N -4.46 -0.35 -0.90
H 3.78 -0.97 1.71
C 2.44 -4.86 2.39
H -4.42 0.66 -3.95
C 1.06 -2.69 1.46
C -5.86 -0.57 -0.64
C 1.41 2.01 -3.85
H 3.69 -4.65 0.72
H -6.04 -0.93 0.38
C 2.41 1.37 -3.15
C -1.74 2.94 1.38
H -6.45 0.38 -0.73
H -6.28 -1.32 -1.35
H 0.63 2.80 3.58
C 0.24 -2.23 -2.58
C -0.84 -2.94 -1.78
C 1.40 -4.38 3.12
N -1.46 0.73 2.68
H 0.79 -1.94 -4.57
H 3.54 1.62 3.14
H -2.54 3.17 -2.13
N 1.58 1.22 2.51
H 1.45 2.09 -4.93
H 3.22 0.91 -3.68
H -2.42 4.36 -0.77
C 2.28 1.32 -1.73
C 4.60 0.27 -1.42
C -0.61 1.00 3.86
H -1.37 4.51 -2.21
H -2.96 2.22 3.00
H -0.10 -2.88 3.28
C 2.92 0.76 2.78
C -3.95 0.02 -2.10
S -2.26 0.15 -2.25
I -1.06 -5.06 -2.01
C 0.28 2.47 -1.76
H 5.37 0.57 -0.69
H 4.66 -0.83 -1.60
H -3.11 1.33 1.48
H -1.22 3.61 2.11
H 1.14 -4.86 4.06
C -1.87 3.82 -1.55
C 2.81 -4.29 1.21
H -0.40 0.03 4.36
N 0.17 -2.44 -3.92
C 0.72 -3.26 2.65
H -1.14 1.63 4.62
C -0.83 2.97 -0.88
C 0.78 1.69 3.62
H -0.48 -3.17 -4.27
H 2.39 -2.82 -0.24
H 2.94 0.02 3.61
N 1.26 1.88 -1.11
Br 3.37 -6.40 2.93
Tl 0.12 -0.27 0.48
O 1.04 -1.44 -2.08
C 2.10 -3.21 0.72
H -2.61 3.52 1.00
N -4.83 0.28 -3.11
H 1.60 1.87 1.72
H -2.01 -0.12 2.88
C 3.24 0.60 -0.85
C 0.35 2.60 -3.17
C 3.61 0.12 1.53
H -0.63 -2.80 -0.71
H -1.81 -2.46 -1.99
H 1.33 1.48 4.57
N 2.83 0.31 0.33
N -0.77 2.59 0.35
C -2.37 1.78 2.17
H 4.62 0.59 1.47
H -5.83 0.53 -2.92
H 4.73 0.78 -2.38
H -0.40 3.12 -3.73
```

---

A structure of composition C25H37CaNO7S3Si3. Source: the OMol25 dataset; level of theory: ωB97M-V/def2-TZVPD.

Properties
* DFT total energy: -4297.28408 Eh
* gap between HOMO and LUMO: 6.2 eV
* highest occupied orbital energy: -1.954 eV
* ΔE to the lowest compared entry with this formula, charge and spin: 0.0 kJ/mol
* total charge: -2
* spin multiplicity: 1
* lowest unoccupied orbital energy: 4.26 eV
* molar mass: 684.1 g/mol

Geometry as XYZ:
```
77
C25H37CaNO7S3Si3, DFT ωB97M-V/def2-TZVPD
H -2.82 -3.21 -1.32
H 3.08 -3.44 1.92
C 3.22 -2.61 -1.19
C -1.72 6.86 -2.12
H -0.46 -2.11 2.77
Ca -0.60 1.17 0.64
H 0.08 -2.95 -4.46
H 1.08 -5.05 -1.18
H -4.41 5.03 -1.25
C 4.55 0.87 1.92
H 2.32 -5.33 0.06
H -2.03 -4.44 -0.33
H 3.81 0.57 3.91
C 1.41 -4.77 -0.18
C -0.24 0.03 5.40
O 0.24 2.45 -1.30
S -3.06 2.85 -0.31
C 0.22 -3.19 -3.40
H -1.44 7.81 -2.57
O -2.47 2.69 1.02
H -1.60 -0.68 -3.91
H 1.20 -3.66 -3.29
O 0.27 3.61 0.80
H -3.40 -3.54 0.32
H -1.99 -2.98 2.64
H -0.48 -3.80 2.22
C -1.05 4.74 -1.15
C -3.05 6.53 -1.95
C -0.23 0.63 3.10
O -4.50 3.03 -0.30
Si 1.70 -2.88 -0.08
H 2.31 -0.64 -2.82
O -2.57 1.81 -1.20
H -0.60 -0.22 6.39
H -3.83 7.21 -2.26
Si -1.23 -2.23 0.40
H -3.60 0.33 1.38
C -3.41 -0.66 0.98
H 0.63 -5.08 0.52
H 3.04 -2.83 -2.25
H -4.09 -0.83 0.14
C 1.10 0.53 3.40
H 4.94 1.17 -0.19
H 3.04 -1.70 1.65
H -2.44 -1.68 -2.73
C -0.74 5.97 -1.72
C -2.51 -3.45 -0.30
C 1.28 -0.38 -3.06
H 5.59 0.85 2.21
C -2.41 4.40 -0.98
H 3.57 -1.58 -1.12
N 1.89 0.92 1.18
C 3.56 0.71 2.87
C 2.85 1.07 0.28
O 1.53 4.52 -1.09
H 1.18 -0.34 -4.15
S 0.38 3.76 -0.64
H 1.68 -2.49 2.43
H 1.08 0.62 -2.67
H 2.51 1.22 -0.74
H -3.63 -1.40 1.76
O -2.07 -0.75 0.56
C 2.21 0.73 2.47
C 0.24 -1.91 -0.54
C -1.64 -0.94 -2.85
S 1.44 0.08 5.07
H 4.03 -3.27 -0.85
C -1.01 -2.84 2.18
H -1.93 -0.04 -2.30
H -2.06 0.36 4.32
C -0.98 0.34 4.29
Si 0.04 -1.62 -2.33
C -3.38 5.31 -1.39
H -0.54 -3.92 -3.11
C 4.20 1.05 0.59
C 2.43 -2.61 1.64
H 0.31 6.21 -1.84
```

---

A structure of composition C25H37Cl2N6O8RbS. Source: the OMol25 dataset; level of theory: ωB97M-V/def2-TZVPD.

Properties
* DFT total energy: -3247.99020 Eh
* gap between HOMO and LUMO: 7.4 eV
* highest occupied orbital energy: -7.506 eV
* ΔE to the lowest compared entry with this formula, charge and spin: 2.5 kJ/mol
* spin multiplicity: 1
* lowest unoccupied orbital energy: -0.07 eV
* molar mass: 738.0 g/mol

Geometry as XYZ:
```
80
C25H37Cl2N6O8RbS, DFT ωB97M-V/def2-TZVPD
H -1.12 4.12 6.09
C 0.66 1.97 5.46
C 0.14 -4.67 -1.24
H 1.23 -2.85 -0.86
H 0.95 2.61 6.29
H -0.60 1.55 -2.43
H 0.27 0.73 -4.83
H 3.42 -2.83 1.80
H 3.84 -0.39 -3.18
O 7.14 -4.12 -0.49
C -2.22 -4.41 -1.09
H -1.65 2.51 6.57
H 0.79 -1.58 -2.91
H 1.03 -5.26 -1.41
H -3.74 5.57 -1.08
H 0.60 0.06 3.46
O 0.56 -0.86 3.76
C 2.93 -2.13 1.09
H -1.24 4.91 1.08
H 1.47 1.92 4.74
H 0.46 0.96 5.83
H -2.67 2.86 -2.94
S -3.00 0.44 -1.70
H 5.15 -3.35 0.57
C -2.01 -3.07 -0.79
C -1.03 3.86 0.81
H -4.26 3.91 -0.72
C -3.44 4.63 -0.63
O -0.30 3.00 -1.28
C -2.52 -1.49 3.44
H -2.84 -2.39 -0.61
C 5.63 -2.63 -1.36
O 0.11 1.82 2.78
C 0.26 -3.32 -0.93
H -3.19 -1.44 4.29
H -3.23 -4.79 -1.14
H 0.00 3.62 1.08
H -2.74 -1.70 -3.29
O 2.21 -0.38 -1.19
N -2.26 4.12 -1.31
N -0.79 -2.53 -0.71
C 3.25 -1.07 -1.21
Cl -2.92 -0.14 2.36
H -1.93 4.18 3.17
H 5.91 -1.75 -3.30
C 5.27 -1.79 -2.44
H 1.34 0.70 -3.41
Rb -0.10 0.27 0.26
C -2.38 3.89 -2.74
Cl -2.73 -3.06 2.65
C -0.85 -1.78 -4.30
C -1.12 -5.22 -1.32
H -3.14 4.57 -3.13
H -1.04 -1.61 -5.36
N -0.52 2.54 4.82
H -1.25 -6.27 -1.56
H -3.25 4.79 0.42
C 0.42 0.30 -3.83
H -0.88 -2.86 -4.12
N 6.84 -3.41 -1.44
O 7.51 -3.33 -2.45
H -2.80 2.63 3.25
C 4.84 -2.70 -0.24
C 3.66 -1.96 -0.13
C -1.49 3.16 5.72
H 1.07 -1.35 3.09
H 1.26 -1.53 -4.61
C 0.50 -1.21 -3.90
N -0.67 0.68 -2.95
H -2.44 3.31 5.23
C -1.19 3.62 -0.68
C 4.13 -1.05 -2.36
O 1.87 -1.61 1.43
C -1.91 3.12 2.88
H -1.43 4.10 -3.23
N -1.91 -1.17 -3.50
H -1.47 -1.38 3.73
C -0.68 2.43 3.49
C -1.79 -0.04 -2.79
O -1.94 2.99 1.48
```

---

The ion C25H37N2O4 with charge +1. Source: the OMol25 dataset; level of theory: ωB97M-V/def2-TZVPD.

Properties
* structure (SMILES): Cc1ccccc1OC[C@H](O)CN1CC[N@H+](C[C@@H](O)COc2ccccc2C)[C@@H](C)C1
* DFT total energy: -1385.06640 Eh
* gap between HOMO and LUMO: 8.6 eV
* highest occupied orbital energy: -10.715 eV
* ΔE to the lowest compared entry with this formula, charge and spin: 18.2 kJ/mol
* total charge: +1
* spin multiplicity: 1
* lowest unoccupied orbital energy: -2.13 eV
* molar mass: 429.6 g/mol

Geometry as XYZ:
```
68
C25H37N2O4, DFT ωB97M-V/def2-TZVPD
C 2.63 1.74 0.35
H 0.99 0.55 4.35
H 3.46 -2.43 -1.87
H -3.83 2.19 -1.59
H -5.37 -3.27 0.32
H -0.14 2.29 2.95
C 0.70 0.43 -2.39
H -1.68 3.20 -2.78
H -2.28 -0.96 2.96
H 5.37 -1.67 -0.65
H -0.14 -0.12 0.13
H -6.03 -1.69 -1.46
C 1.43 1.00 2.32
H -2.55 -0.04 -1.78
C -4.83 -0.10 -0.71
H 1.35 -1.99 1.38
H 0.56 -2.61 -1.50
H 3.42 1.61 -0.38
H -0.14 -2.84 0.99
C 0.76 -1.89 -0.70
H -3.05 3.35 -0.49
C 1.21 0.02 3.43
C 4.48 -1.03 -0.57
H 0.55 0.83 -3.39
C 3.27 -1.92 -0.93
C 0.63 2.13 2.22
C -3.09 2.30 -0.80
C -5.34 -1.39 -0.69
C 0.82 3.06 1.20
H 1.39 -3.56 0.56
O -3.40 1.57 0.37
H 2.07 -0.36 -0.40
C 1.84 -0.57 -2.41
H 4.94 -1.23 1.53
H -1.85 0.47 1.99
H -3.21 0.53 3.09
C -1.69 1.90 -1.31
H 0.95 1.28 -1.73
C -2.67 -0.11 2.40
H -3.83 -2.54 2.09
N -0.52 -0.24 -1.97
H 1.63 -1.37 -3.11
H -1.84 0.79 -3.16
H 2.10 -0.60 3.58
H 0.19 3.93 1.14
C -3.94 0.31 0.28
N 2.01 -1.15 -1.06
H 4.96 0.45 0.95
C -4.97 -2.27 0.31
C -3.58 -0.58 1.31
C 4.43 -0.50 0.89
H 3.17 -2.65 -0.13
C -4.11 -1.86 1.30
H -1.04 1.80 -0.43
C 2.43 0.80 1.36
C -0.36 -0.85 -0.67
C -1.71 0.57 -2.10
H -1.30 -1.35 -0.42
O -1.09 2.94 -2.06
O 4.57 0.01 -1.52
C 0.86 -2.61 0.64
H -5.14 0.58 -1.48
O 3.14 -0.39 1.44
H 0.37 -0.63 3.21
C 1.83 2.87 0.28
H 5.46 0.38 -1.53
H 2.77 -0.07 -2.69
H 2.00 3.59 -0.50
```

---

A structure of composition C25H37N3NaO2Si4. Source: the OMol25 dataset; level of theory: ωB97M-V/def2-TZVPD.

Properties
* DFT total energy: -2610.09357 Eh
* gap between HOMO and LUMO: 6.5 eV
* highest occupied orbital energy: -4.571 eV
* total charge: -1
* spin multiplicity: 1
* lowest unoccupied orbital energy: 1.93 eV
* molar mass: 546.9 g/mol

Geometry as XYZ:
```
72
C25H37N3NaO2Si4, DFT ωB97M-V/def2-TZVPD
N 2.31 2.04 0.11
H 1.50 -5.24 1.08
H -5.23 0.72 -0.14
Si -0.96 -2.54 -1.99
O 1.00 8.34 0.02
H 4.01 -2.49 1.58
H 5.54 1.14 0.07
C -4.43 1.44 -0.12
C -4.69 2.81 -0.07
C 3.40 1.28 0.11
H -3.14 -1.00 1.99
C -3.04 -2.09 1.91
H -2.84 -0.02 -0.16
H 3.23 0.21 0.17
N -2.08 1.88 -0.10
H -0.20 -4.79 2.55
C 4.82 3.17 -0.02
H 3.78 5.04 -0.09
H -3.81 4.76 0.00
C 2.92 -2.42 1.70
C -3.63 3.69 -0.04
H -1.64 -5.06 1.57
C -2.32 3.20 -0.05
H 1.06 -1.94 -3.34
H 1.49 -5.29 -0.68
C 2.43 3.37 0.04
C -1.22 -4.44 2.37
H 2.65 -3.04 2.56
N 0.05 3.45 0.00
H 0.64 -1.99 3.45
C 3.69 3.97 -0.03
Si -0.05 -1.78 0.02
C -1.13 4.08 -0.02
H -3.57 -2.52 2.76
H -2.15 6.01 -0.05
C -0.05 6.22 0.01
Si 1.96 -2.96 0.14
H -0.44 -0.62 3.21
C 3.07 -2.50 -1.34
C -0.41 -1.70 3.36
H 4.14 -2.61 -1.13
H -1.48 -5.00 -1.81
Si -1.21 -2.60 1.88
H 2.06 6.16 0.07
H 2.68 -1.39 1.96
H -1.36 -4.53 -3.51
O -1.27 8.24 0.02
C 2.01 -4.87 0.19
H -5.70 3.17 -0.06
C -0.11 7.78 0.02
H -1.80 -4.62 3.28
H -3.56 -2.40 1.00
C 1.16 5.55 0.04
C -0.93 -4.37 -2.52
H 2.84 -3.13 -2.21
Na 0.13 1.16 0.02
H 2.90 -1.46 -1.65
H -0.90 -1.93 4.31
H -3.41 -2.36 -1.43
C -2.78 -2.01 -2.25
C -3.11 1.03 -0.13
H -3.19 -2.40 -3.18
H 0.10 -4.74 -2.54
C 4.68 1.80 0.06
H 3.03 -5.27 0.20
H 5.81 3.63 -0.07
C 1.18 4.16 0.03
H 0.00 -0.54 -3.14
C 0.01 -1.62 -3.34
C -1.21 5.47 -0.03
H -0.38 -1.78 -4.35
H -2.85 -0.92 -2.29
```

---

A cluster of 5 separate species, C25H37NO14P2S2 in total. Source: the OMol25 dataset; level of theory: ωB97M-V/def2-TZVPD.

Properties
* structure (SMILES): O=[PH2][C@]1(P(O)(O)=S)C[C@@H](c2ccccn2)CS(=O)(=O)O1.O=C1CCCO1.O=C1CCCO1.O=C1CCCO1.O=C1CCCO1
* DFT total energy: -3561.73749 Eh
* gap between HOMO and LUMO: 8.6 eV
* highest occupied orbital energy: -9.496 eV
* spin multiplicity: 1
* lowest unoccupied orbital energy: -0.88 eV
* molar mass: 701.6 g/mol

Geometry as XYZ:
```
81
C25H37NO14P2S2, DFT ωB97M-V/def2-TZVPD
C -1.23 -0.81 1.79
P 0.87 1.95 5.86
H 6.76 -4.48 -4.75
C -1.37 -6.33 -4.61
C 0.28 -5.17 -3.54
O -1.85 -0.41 2.76
O -0.09 -1.62 -3.41
C 1.04 3.45 4.62
O 3.87 -3.58 -3.74
C -0.15 -6.44 -5.47
C -1.60 3.95 4.07
C 4.71 -4.60 -4.10
H -1.09 -1.66 -1.23
H -0.51 4.26 6.08
C -2.43 -0.97 -5.86
H 5.52 -4.36 -6.05
O -1.81 -1.37 0.69
O 1.09 2.89 3.26
H -4.29 -0.92 -4.72
C -1.34 4.55 2.54
N -2.63 5.97 5.42
H 0.68 0.14 1.97
H 0.05 5.53 4.73
C 4.25 -2.39 -4.43
O 3.02 5.76 4.16
H -2.14 4.19 1.76
H -0.22 -5.72 -6.29
C 0.44 -1.03 0.17
H -2.59 -0.26 -3.11
O 4.58 -5.76 -3.74
C 0.26 -0.81 1.65
C -3.89 6.44 6.05
H -2.70 -2.02 -2.77
O 1.11 0.54 5.16
H 3.61 -2.27 -5.31
H -1.24 5.73 2.61
H -0.04 -7.46 -5.87
H -4.32 2.81 4.06
H -2.64 -1.47 -6.81
H 0.67 -1.64 2.24
H -6.70 3.85 5.33
H 1.28 -7.01 -3.99
C -0.25 4.41 4.94
C -5.36 5.80 6.11
S 2.17 5.17 6.94
H -1.67 2.78 4.07
C 5.70 -2.60 -4.80
S 0.43 3.95 2.10
H 1.83 -5.66 -4.99
H -3.78 7.50 6.60
H 6.00 -2.01 -5.67
H 1.37 -1.54 -0.08
C -4.30 3.83 4.66
C -0.79 -1.83 -0.19
H 4.17 3.37 6.48
H 1.71 2.21 7.00
P 2.61 4.39 5.17
H 6.34 -2.32 -3.96
H -0.50 1.95 6.35
C -5.66 4.39 5.35
H 0.28 -4.13 -3.89
H -6.23 6.35 6.70
O 0.24 3.10 0.79
O -1.08 -5.62 -3.48
O 1.36 5.13 1.69
H -2.49 0.11 -6.01
H 4.12 -1.53 -3.77
H 0.42 -0.07 -0.35
C -1.10 -1.43 -4.07
O -2.47 -6.77 -4.88
H -0.65 -2.91 -0.04
O -1.10 -1.29 -5.43
C -3.33 -1.46 -4.76
H 0.73 -5.22 -2.55
C -2.48 -1.27 -3.53
C 0.96 -6.10 -4.51
H 2.33 6.46 4.42
O 3.98 3.32 5.48
H -3.55 -2.52 -4.90
C 5.77 -4.09 -5.02
C -2.94 4.67 4.79
```